The following is a DFT calculation (the ωB97M-V functional and the def2-TZVPD basis) of a molecular structure, CH4BaClO.

XYZ file:
```
8
Properties=species:S:1:pos:R:3:forces:R:3
Ba -1.9885 -0.6714 4.3739 0.0 0.0 -1.1
Cl -2.0923 -0.7375 1.4293 0.0 -0.1 1.2
C 0.9740 0.3953 -1.0931 1.0 -0.9 -0.2
O -0.3729 0.1175 -1.0449 -1.3 -0.1 -0.7
H 1.4603 -0.0058 -1.9823 -0.3 0.1 -0.7
H 1.1477 1.4714 -1.0981 0.4 0.0 0.6
H 1.4725 -0.2316 -0.3537 0.5 0.8 0.7
H -0.6008 -0.3380 -0.2311 -0.2 0.1 0.1
```
Positions in Å, forces in eV/Å.

Its maximum force is 1.43 eV Å⁻¹. The spin multiplicity is 2. For the total energy, the calculation gives -601.38214 a.u. Its charge is 0. The calculation puts the HOMO energy (alpha / beta) at -5.38 / -9.31 eV.